Entry from OMol25: 7 unconnected molecules or ions with the total composition C28H39N7 at a distorted geometry (ωB97M-V/def2-TZVPD).

## Properties
**DFT total energy**: -1473.5484 a.u.
**ΔE to the lowest compared entry with this formula, charge and spin**: 0.4 kcal per mole
**HOMO-LUMO gap**: 8.13 eV

CARTESIAN COORDINATES (ANGSTROEM)
C (4.127, 10.385, -27.399)
C (3.438, 9.912, -28.542)
C (3.701, 8.570, -28.654)
N (4.460, 8.200, -27.589)
C (4.767, 9.303, -26.831)
H (4.128, 11.362, -26.952)
H (2.845, 10.522, -29.202)
H (3.409, 7.829, -29.380)
H (4.848, 7.292, -27.423)
H (5.438, 9.174, -25.997)
C (1.009, 19.372, -26.257)
C (2.147, 19.535, -27.047)
C (2.869, 18.343, -26.984)
N (2.164, 17.510, -26.169)
C (1.025, 18.100, -25.709)
H (0.217, 20.068, -26.027)
H (2.392, 20.396, -27.646)
H (3.798, 17.990, -27.395)
H (2.511, 16.617, -25.848)
H (0.339, 17.547, -25.091)
C (5.120, 11.032, -17.529)
C (5.608, 10.909, -18.851)
C (4.570, 10.524, -19.658)
N (3.439, 10.497, -18.877)
C (3.762, 10.835, -17.596)
H (5.662, 11.330, -16.649)
H (6.635, 10.999, -19.171)
H (4.471, 10.353, -20.717)
H (2.497, 10.472, -19.217)
H (3.035, 10.920, -16.806)
C (-0.786, 14.326, -23.213)
C (-0.564, 14.675, -24.560)
C (-1.781, 14.605, -25.194)
N (-2.683, 14.046, -24.340)
C (-2.111, 13.939, -23.093)
H (-0.112, 14.322, -22.371)
H (0.350, 15.086, -24.956)
H (-1.938, 14.813, -26.241)
H (-3.624, 13.816, -24.590)
H (-2.664, 13.518, -22.272)
C (4.316, 17.426, -23.259)
C (3.346, 18.100, -22.498)
C (3.871, 18.328, -21.250)
N (5.165, 17.872, -21.238)
C (5.421, 17.277, -22.451)
H (4.218, 17.123, -24.286)
H (2.344, 18.369, -22.793)
H (3.453, 18.800, -20.375)
H (5.835, 17.898, -20.497)
H (6.344, 16.738, -22.600)
C (6.134, 13.234, -27.596)
C (7.106, 14.169, -26.879)
C (7.484, 13.548, -25.514)
C (8.217, 14.477, -24.667)
N (8.840, 15.211, -24.043)
H (5.171, 13.232, -27.090)
H (6.568, 12.252, -27.774)
H (5.856, 13.625, -28.580)
H (6.593, 15.108, -26.668)
H (8.013, 14.394, -27.439)
H (8.005, 12.599, -25.625)
H (6.520, 13.361, -25.028)
C (4.430, 11.830, -23.650)
C (4.156, 13.057, -22.785)
C (3.094, 14.001, -23.313)
C (3.332, 14.424, -24.696)
N (3.543, 14.771, -25.770)
H (4.384, 12.103, -24.707)
H (3.729, 11.010, -23.473)
H (5.396, 11.360, -23.457)
H (5.080, 13.627, -22.645)
H (3.889, 12.706, -21.786)
H (2.853, 14.863, -22.691)
H (2.144, 13.447, -23.311)

---

Entry from OMol25: a gas-phase ion, C16H31N2O6 (charge -1) at a distorted geometry (ωB97M-V/def2-TZVPD).

## Properties
**DFT total energy**: -1188.9844 a.u.
**ΔE to the lowest compared entry with this formula, charge and spin**: 66.0 kcal per mole
**Net charge**: -1
**HOMO-LUMO gap**: 7.27 eV

CARTESIAN COORDINATES (ANGSTROEM)
C (2.025, 3.436, 1.116)
O (3.028, 2.486, 1.580)
C (2.667, 2.008, 2.902)
C (1.570, 0.837, 2.817)
C (0.036, 1.379, 2.895)
C (-0.860, 0.379, 3.779)
C (-1.600, -0.756, 2.915)
C (-0.472, -1.837, 2.486)
C (-1.274, -3.081, 1.799)
C (-1.867, -2.601, 0.375)
C (-0.642, -2.243, -0.635)
C (-0.487, -0.626, -0.860)
N (-0.854, -0.362, -2.279)
C (-2.008, 0.551, -2.426)
O (-3.063, -0.163, -3.192)
O (-4.149, -0.294, -2.356)
C (0.305, 0.025, -3.124)
N (-0.200, 0.008, -4.547)
C (1.537, -0.998, -3.090)
C (2.872, -0.411, -3.801)
O (4.019, -0.525, -3.287)
C (0.913, 1.487, -2.778)
O (1.065, 2.389, -3.690)
O (1.350, 1.842, -1.500)
H (2.441, 3.942, 0.186)
H (1.689, 4.178, 1.929)
H (1.099, 2.825, 0.793)
H (3.604, 1.577, 3.397)
H (2.261, 2.850, 3.576)
H (1.770, 0.122, 3.693)
H (1.770, 0.256, 1.843)
H (-0.413, 1.397, 1.830)
H (-0.025, 2.434, 3.333)
H (-0.217, -0.163, 4.571)
H (-1.652, 1.004, 4.319)
H (-2.349, -1.303, 3.580)
H (-2.179, -0.331, 2.030)
H (0.307, -1.405, 1.775)
H (0.016, -2.272, 3.439)
H (-2.168, -3.361, 2.459)
H (-0.564, -3.970, 1.603)
H (-2.453, -3.464, -0.103)
H (-2.585, -1.718, 0.446)
H (0.337, -2.730, -0.281)
H (-0.916, -2.744, -1.638)
H (0.592, -0.386, -0.586)
H (-1.174, -0.150, -0.086)
H (-1.796, 1.504, -3.018)
H (-2.505, 0.839, -1.435)
H (-4.587, 0.587, -2.299)
H (-0.653, 0.900, -4.782)
H (0.571, -0.141, -5.206)
H (1.879, -1.291, -2.033)
H (1.257, -1.995, -3.608)
H (2.734, 0.076, -4.827)